{
  "formula": "C4H8OS3",
  "method": "ωB97M-V with the def2-TZVPD basis set",
  "elements": ["C", "C", "C", "C", "H", "H", "H", "H", "H", "H", "H", "H", "O", "S", "S", "S"],
  "positions_angstrom": [[0.055, 1.730, 0.868], [1.037, 0.328, -1.642], [-0.900, -1.539, -1.021], [-0.337, -0.371, 1.618], [-0.489, 2.505, 0.459], [0.210, 2.321, 1.814], [1.453, 1.002, -2.519], [1.855, -0.528, -1.598], [-0.489, -2.459, -1.681], [-2.042, -1.872, -0.950], [-1.178, -0.841, 2.145], [0.573, -0.587, 2.445], [-0.812, 0.746, 1.125], [1.543, 0.970, 0.216], [-0.672, 0.246, -1.718], [0.193, -1.651, 0.438]],
  "nbo_charge": [-0.239, -0.712, -0.705, -0.210, 0.213, 0.200, 0.258, 0.268, 0.249, 0.246, 0.200, 0.204, -0.523, 0.103, 0.270, 0.179],
  "e_above_lowest_kj_mol": 415.76,
  "smiles": "C1OCSCSCS1",
  "total_energy_ev": -38826.6463,
  "orbital_gap_ev": 8.50,
  "homo_energy_ev": -7.884
}


{
  "formula": "C2H3N3S",
  "method": "ωB97M-V with the def2-TZVPD basis set",
  "elements": ["C", "C", "H", "H", "H", "N", "N", "N", "S"],
  "positions_angstrom": [[-0.386, -0.491, -0.287], [0.698, -0.654, -1.285], [1.890, 1.247, 1.307], [-0.946, 0.575, 1.273], [-2.070, -1.169, 0.340], [-0.266, 0.644, 0.502], [-1.292, -1.371, -0.314], [1.504, -0.614, -2.130], [0.868, 1.832, 0.594]],
  "nbo_charge": [0.346, 0.216, 0.096, 0.397, 0.341, -0.781, -0.605, -0.260, 0.251],
  "e_above_lowest_kj_mol": 110.10,
  "smiles": "[H]/N=C(/C#N)NS",
  "total_energy_ev": -17426.6556,
  "orbital_gap_ev": 10.60,
  "homo_energy_ev": -10.220
}


{
  "formula": "C3H9AgN3O6",
  "method": "ωB97M-V with the def2-TZVPD basis set",
  "elements": ["Ag", "C", "N", "O", "O", "H", "H", "H", "C", "N", "O", "O", "H", "H", "H", "C", "N", "O", "O", "H", "H", "H"],
  "positions_angstrom": [[-0.943, -0.219, -0.593], [-4.520, 2.645, -1.388], [-3.658, 1.544, -1.879], [-2.695, 1.247, -1.142], [-3.955, 0.913, -2.838], [-4.812, 2.459, -0.363], [-5.410, 2.683, -2.016], [-4.008, 3.573, -1.639], [3.426, 1.335, 0.826], [2.125, 0.621, 1.036], [2.029, -0.211, 1.861], [1.196, 0.951, 0.254], [3.752, 1.758, 1.774], [3.294, 2.147, 0.111], [4.046, 0.553, 0.383], [1.410, -3.561, 1.293], [1.544, -2.563, 0.199], [2.556, -2.500, -0.397], [0.533, -1.916, -0.097], [0.822, -4.385, 0.885], [0.901, -3.093, 2.130], [2.364, -3.980, 1.600]],
  "lowdin_spin": [0.233, 0.002, 0.003, 0.017, 0.001, 0.000, 0.000, 0.000, 0.040, 0.029, -0.017, 0.541, 0.005, 0.003, 0.005, 0.006, 0.005, 0.032, 0.092, -0.001, 0.000, 0.001],
  "multiplicity": 2,
  "e_above_lowest_kj_mol": 0.00,
  "total_energy_ev": -23982.0923,
  "orbital_gap_ev": [8.85, 4.09],
  "total_charge": 2,
  "homo_energy_ev": [-18.040, -18.021]
}


{
  "formula": "C2H3ClFP",
  "method": "ωB97M-V with the def2-TZVPD basis set",
  "elements": ["C", "C", "F", "P", "Cl", "H", "H", "H"],
  "positions_angstrom": [[-0.910, 0.262, -0.008], [-0.722, -1.040, 0.155], [1.702, 1.590, -1.077], [2.369, 0.944, 0.286], [0.813, -1.538, 0.887], [-1.861, 0.665, -0.513], [-0.124, 1.117, 0.365], [-1.268, -2.000, -0.094]],
  "nbo_charge": [-0.413, -0.225, -0.604, 0.577, -0.039, 0.228, 0.231, 0.246],
  "e_above_lowest_kj_mol": 317.15,
  "total_energy_ev": -26647.9633,
  "orbital_gap_ev": [7.15, 7.16],
  "homo_energy_ev": [-8.044, -8.081]
}


{
  "formula": "C28H34GeN4O2Sr",
  "method": "ωB97M-V with the def2-TZVPD basis set",
  "elements": ["Sr", "N", "C", "C", "C", "O", "O", "H", "H", "H", "H", "H", "H", "C", "C", "N", "C", "N", "C", "C", "C", "N", "C", "H", "H", "H", "H", "H", "H", "H", "H", "H", "H", "H", "H", "H", "C", "C", "C", "C", "C", "C", "Ge", "C", "C", "C", "C", "C", "C", "C", "C", "C", "C", "C", "C", "H", "H", "H", "H", "H", "H", "H", "H", "H", "H", "H", "H", "H", "H", "H"],
  "positions_angstrom": [[-0.798, 0.171, -1.107], [-2.323, -2.071, -2.128], [-3.579, -1.551, -2.719], [-3.277, -0.378, -3.649], [-2.375, 0.558, -2.862], [-2.754, 0.960, -1.735], [-1.196, 0.730, -3.272], [-1.754, -2.473, -2.868], [-2.545, -2.831, -1.495], [-4.207, -1.192, -1.905], [-4.123, -2.325, -3.267], [-4.206, 0.110, -3.942], [-2.741, -0.701, -4.540], [3.253, 3.265, -3.226], [1.755, 3.120, -3.408], [1.303, 2.022, -2.556], [2.023, 0.845, -2.499], [1.463, -0.155, -1.870], [2.193, -1.414, -1.767], [3.127, -1.621, -2.948], [4.044, -0.415, -3.027], [3.260, 0.815, -3.041], [3.897, 1.967, -3.676], [3.470, 3.442, -2.171], [3.641, 4.098, -3.809], [1.522, 2.928, -4.461], [1.228, 4.023, -3.104], [0.312, 1.835, -2.674], [1.467, -2.231, -1.711], [2.775, -1.429, -0.838], [2.540, -1.695, -3.866], [3.710, -2.533, -2.832], [4.635, -0.443, -3.943], [4.736, -0.405, -2.178], [3.825, 1.871, -4.764], [4.955, 1.952, -3.410], [3.576, 0.216, 3.489], [2.610, 1.145, 3.849], [1.319, 1.037, 3.353], [0.983, -0.014, 2.503], [1.962, -0.941, 2.141], [3.252, -0.832, 2.636], [-0.859, -0.243, 1.844], [-1.562, -1.976, 2.465], [-0.831, -2.777, 3.340], [-1.384, -3.948, 3.837], [-2.663, -4.331, 3.459], [-3.396, -3.542, 2.582], [-2.845, -2.373, 2.083], [-1.993, 1.217, 2.509], [-1.709, 2.532, 2.136], [-2.455, 3.583, 2.644], [-3.498, 3.325, 3.523], [-3.791, 2.021, 3.895], [-3.047, 0.967, 3.384], [4.583, 0.305, 3.874], [2.863, 1.956, 4.520], [0.565, 1.760, 3.641], [1.701, -1.765, 1.484], [4.003, -1.562, 2.363], [0.163, -2.475, 3.645], [-0.816, -4.560, 4.525], [-3.091, -5.245, 3.849], [-4.398, -3.838, 2.295], [-3.421, -1.747, 1.407], [-0.885, 2.736, 1.458], [-2.224, 4.601, 2.358], [-4.085, 4.144, 3.917], [-4.602, 1.821, 4.583], [-3.275, -0.051, 3.678]],
  "lowdin_spin": [0.129, 0.002, 0.000, 0.000, 0.002, 0.003, 0.009, 0.000, 0.000, 0.000, 0.000, 0.000, 0.000, 0.000, 0.000, 0.000, 0.000, 0.001, 0.000, 0.000, 0.000, 0.000, 0.000, 0.000, 0.000, 0.000, 0.000, 0.000, 0.000, 0.000, 0.000, 0.000, 0.000, 0.000, 0.000, 0.000, 0.020, 0.001, 0.025, 0.080, 0.021, -0.002, 0.415, 0.078, 0.024, 0.001, 0.018, -0.002, 0.019, 0.081, 0.020, -0.002, 0.018, 0.001, 0.025, 0.001, 0.000, 0.001, 0.001, 0.000, 0.001, 0.000, 0.001, 0.000, 0.002, 0.002, 0.000, 0.001, 0.000, 0.001],
  "multiplicity": 2,
  "e_above_lowest_kj_mol": 39.12,
  "total_energy_ev": -96991.5827,
  "orbital_gap_ev": [8.40, 7.02],
  "total_charge": 1,
  "homo_energy_ev": [-10.386, -11.371]
}


{
  "formula": "C3H17NO4",
  "method": "ωB97M-V with the def2-TZVPD basis set",
  "elements": ["C", "C", "C", "N", "H", "H", "H", "H", "H", "H", "H", "H", "H", "H", "H", "O", "H", "H", "O", "H", "H", "O", "H", "H", "O"],
  "positions_angstrom": [[-0.239, 0.280, 3.377], [-0.298, 0.916, 2.013], [1.147, 0.962, 1.461], [-1.094, 0.165, 1.155], [0.753, -0.205, 3.577], [-0.298, 1.084, 4.051], [-0.886, -0.541, 3.668], [-0.641, 2.033, 2.201], [1.905, 1.443, 1.994], [1.644, 0.034, 1.288], [0.764, 1.307, 0.439], [-1.941, 0.500, 0.843], [-1.033, -0.909, 1.251], [3.097, -0.607, -1.755], [2.835, 0.880, -1.722], [3.360, 0.106, -1.234], [-1.864, -0.603, -1.376], [-0.370, -0.335, -0.909], [-0.919, -0.769, -1.718], [-3.191, -1.291, -0.103], [-3.682, -0.571, -1.230], [-3.111, -0.473, -0.454], [0.443, -1.038, -3.374], [1.310, 0.197, -3.414], [1.315, -0.798, -3.421]],
  "nbo_charge": [-0.631, -0.049, -0.624, -0.891, 0.198, 0.210, 0.209, 0.190, 0.213, 0.215, 0.203, 0.394, 0.373, 0.477, 0.456, -0.932, 0.472, 0.493, -1.038, 0.476, 0.487, -0.900, 0.488, 0.460, -0.949],
  "e_above_lowest_kj_mol": 250.51,
  "smiles": "CC(C)N.O.O.O.O",
  "total_energy_ev": -13064.5035,
  "orbital_gap_ev": 9.05,
  "homo_energy_ev": -8.850
}


The records above yield max |F| values of 6.27, 2.79, 1.77, 3.49, 3.20, 4.86 eV Å⁻¹, respectively.